(1)
Entry from OMol25: a molecular structure, C4H8CdF3O5S in a non-equilibrium geometry (ωB97M-V/def2-TZVPD).

The HOMO energy (spin up / spin down) comes out at -12.90 / -13.01 eV. The LUMO energy (spin up / spin down) comes out at -5.74 / -5.74 eV. The energy above the lowest of the compared OMol25 structures with the same formula, charge and spin is 4.556 eV. As for the orbital gap (spin up / spin down): 7.155 / 7.269 eV.

```
! RIJCOSX wB97M-V def2-TZVPD def2/J DEFGRID3
* xyz 1 1
O -0.73681 0.04986 1.75483
O -2.46628 -0.80355 1.53562
C -2.72691 -1.08891 0.22730
O -2.62396 0.16891 -0.48683
C -2.48787 0.12856 -1.89758
Cd -2.07520 1.26506 1.07583
H -3.74236 -1.48764 0.06639
H -1.95076 -1.76005 -0.18118
H -2.61744 1.15423 -2.25582
H -1.48028 -0.21118 -2.17513
H -3.23249 -0.56387 -2.31403
S 1.33327 0.47988 1.36756
O 1.56359 -0.62925 0.44444
O 2.61615 0.91217 2.20229
C 1.26303 2.01456 0.27791
F 2.02119 1.85733 -0.77613
F -0.02271 2.12458 -0.12955
F 1.60593 3.09201 0.93540
C 3.26846 -0.08117 3.02840
H 4.33886 0.05207 2.84804
H 3.04912 -1.13341 2.81676
H 2.93915 0.11347 4.05441
*
```



(2)
Entry from OMol25: a gas-phase ion, C4H8Cl2NO (charge +1) in a non-equilibrium geometry (ωB97M-V/def2-TZVPD).

The HOMO energy comes out at -13.63 eV. The LUMO energy comes out at -3.68 eV. The energy above the lowest of the compared OMol25 structures with the same formula, charge and spin is 1.633 eV. As for the orbital gap: 9.959 eV.

```
! RIJCOSX wB97M-V def2-TZVPD def2/J DEFGRID3
* xyz 1 1
C 0.25738 -1.76977 0.62869
C -0.12167 -0.73102 -0.28537
C -0.96642 -0.82940 -1.30555
Cl -1.39670 0.49623 -2.40396
Cl -2.03001 -2.18277 -1.72958
C 0.81129 0.79599 0.02732
N -0.20819 1.95005 0.09838
O 1.40746 0.78453 1.17418
H 0.00935 -1.66277 1.75587
H -0.42231 -2.57890 0.22934
H 1.31190 -1.85117 0.56042
H 1.49719 0.77713 -0.77613
H 0.11552 2.69772 0.66329
H -1.14237 1.51871 0.34391
H -0.20635 2.34165 -0.91358
H 1.08393 0.24380 1.93279
*
```



(3)
Entry from OMol25: 2 unconnected molecules or ions with the total composition C4H8Cl2O in a non-equilibrium geometry (ωB97M-V/def2-TZVPD).

The HOMO energy comes out at -10.03 eV. The LUMO energy comes out at 0.72 eV. The energy above the lowest of the compared OMol25 structures with the same formula, charge and spin is 0.436 eV. As for the orbital gap: 10.751 eV.

```
! RIJCOSX wB97M-V def2-TZVPD def2/J DEFGRID3
* xyz 0 1
C -0.51778 -2.24975 -0.49302
C 0.24997 -0.95564 -0.36713
C 0.92636 -0.68807 0.90300
O 0.39622 -0.27105 -1.37314
H -1.57417 -2.15618 -0.04144
H 0.02284 -2.99333 0.07294
H -0.46746 -2.72640 -1.46837
H 0.23635 -0.60496 1.76964
H 1.63704 0.04397 0.86600
H 1.54536 -1.55138 1.23786
Cl -2.06312 3.54805 -0.42761
C -0.38768 2.75222 -0.34390
Cl 0.19346 2.72440 1.30504
H -0.49083 1.78126 -0.75676
H 0.29345 3.34687 -0.88310
*
```